(1)
Density functional theory data (the ωB97M-V functional and the def2-TZVPD basis) for a cluster of 2 separate species, C3H10N2 in total in a non-equilibrium geometry.

Cartesian coordinates (Å):
C: 0.1899 -0.2955 1.6907
C: -1.2455 -0.2145 -1.3490
C: 0.9827 -0.4335 -0.2999
N: 0.0653 1.6892 -0.5894
N: 0.1240 0.3897 -1.0755
H: 0.6356 -1.1313 2.1878
H: 0.5570 0.6943 2.1836
H: -0.8497 -0.3040 1.5475
H: -2.0273 0.0289 -0.6176
H: -1.4607 0.3785 -2.2198
H: -1.2142 -1.2467 -1.5820
H: 1.9574 -0.0108 -0.3531
H: 0.8762 -1.4621 -0.6280
H: 0.2983 1.6961 0.4328
H: 0.7124 2.3448 -1.1059

Computed properties:
HOMO level ... -7.9 eV
Frontier orbital gap ... 9.063 eV
E ... -229.6759 Ha
Energy relative to the best compared isomer or geometry (same formula, charge and spin) ... 3.629 eV


(2)
Density functional theory data (the ωB97M-V functional and the def2-TZVPD basis) for a cluster of 2 separate species, C3H10N2 in total in a non-equilibrium geometry.

Cartesian coordinates (Å):
C: 0.0922 -1.7308 1.8921
N: -0.0068 -1.5690 0.6439
C: -1.2317 -1.3113 -0.1422
H: 0.3462 -0.9135 2.5841
H: 0.0305 -2.7133 2.3890
H: -0.8840 -0.7862 -1.0264
H: -1.7646 -2.2246 -0.3925
H: -1.9264 -0.6371 0.3656
C: 0.2872 1.9775 -0.9454
N: 1.6125 1.3867 -1.0473
H: -0.2315 1.7810 -1.8904
H: -0.3350 1.5623 -0.1529
H: 0.2227 3.0633 -0.9173
H: 2.2284 1.7385 -0.3239
H: 1.5601 0.3766 -1.0363

Computed properties:
SMILES string ... C=NC.CN
HOMO level ... -7.9 eV
Frontier orbital gap ... 7.959 eV
E ... -229.6830 Ha
Energy relative to the best compared isomer or geometry (same formula, charge and spin) ... 3.437 eV


(3)
Density functional theory data (the ωB97M-V functional and the def2-TZVPD basis) for a cluster of 2 separate species, C3H10N2 in total in a non-equilibrium geometry.

Cartesian coordinates (Å):
H: -1.3819 -0.5997 0.9305
N: -0.3710 -0.4392 0.9477
C: 0.2439 -1.1716 0.0119
C: -0.4242 -2.3825 -0.5921
H: 1.3386 -1.2042 0.0548
H: 0.0114 -2.6120 -1.5671
H: -0.2762 -3.2594 0.0452
H: -1.4997 -2.2218 -0.7098
C: 0.6584 2.3365 0.4630
N: -0.1361 1.5135 -0.4328
H: 0.0836 2.5980 1.3580
H: 1.5523 1.7909 0.7748
H: 0.9588 3.2779 -0.0097
H: -1.0005 2.0137 -0.6610
H: 0.2425 0.3599 -0.6133

Computed properties:
SMILES string ... [H]/N=C\C.CN
HOMO level (spin up / spin down) ... -7.5 / -7.5 eV
Frontier orbital gap (spin up / spin down) ... 7.939 / 7.940 eV
E ... -229.6754 Ha
Energy relative to the best compared isomer or geometry (same formula, charge and spin) ... 3.642 eV


(4)
Density functional theory data (the ωB97M-V functional and the def2-TZVPD basis) for a cluster of 2 separate species, C3H10N2 in total in a non-equilibrium geometry.

Cartesian coordinates (Å):
C: 0.8273 1.8869 -0.8872
C: 2.0381 1.8286 -1.8108
H: -0.0357 1.6607 -1.5235
H: 0.6299 2.9097 -0.5919
H: 0.7032 1.1875 -0.0560
H: 2.1234 2.8039 -2.3136
H: 2.9912 1.8676 -1.3137
H: 1.9507 1.1016 -2.5998
N: -0.4668 -0.7312 1.6462
C: -0.8157 -1.5153 0.6417
N: -2.0128 -2.0612 0.7242
H: 0.2862 -0.0643 1.4841
H: -0.7217 -0.9207 2.6134
H: -0.1141 -1.7555 -0.1491
H: -2.3271 -2.4970 -0.1463

Computed properties:
HOMO level (spin up / spin down) ... -14.9 / -14.9 eV
Expectation value of S² ... 0.78
Frontier orbital gap (spin up / spin down) ... 9.863 / 5.883 eV
2S+1 ... 2
E ... -229.4410 Ha
Energy relative to the best compared isomer or geometry (same formula, charge and spin) ... 1.422 eV
Total charge ... +1


(5)
Density functional theory data (the ωB97M-V functional and the def2-TZVPD basis) for the molecule C3H10N2O in a non-equilibrium geometry.

Cartesian coordinates (Å):
N: -1.6540 0.1621 -1.8095
C: -1.2667 -0.4797 -0.4848
C: -0.2176 0.2097 0.3587
N: 0.5635 1.2726 -0.3143
C: 0.6809 -0.8807 0.9330
O: 1.8630 -0.4003 1.3757
H: -0.9927 -0.1611 -2.4643
H: -1.4796 1.1427 -1.7189
H: -2.0783 -0.6279 0.1055
H: -1.0025 -1.4766 -0.8717
H: -0.8246 0.9187 1.1779
H: 0.0130 2.1733 -0.2697
H: 1.1310 1.1404 -1.0881
H: 0.9444 -1.5871 0.1318
H: -0.0798 -1.3183 1.7730
H: 1.9188 -0.1401 2.2437

Computed properties:
SMILES string ... NC[C@H](N)CO
HOMO level ... -9.0 eV
Frontier orbital gap ... 9.850 eV
E ... -304.9755 Ha
Energy relative to the best compared isomer or geometry (same formula, charge and spin) ... 2.699 eV


(6)
Density functional theory data (the ωB97M-V functional and the def2-TZVPD basis) for a cluster of 2 separate species, C3H10N2O in total in a non-equilibrium geometry.

Cartesian coordinates (Å):
C: -2.4431 -1.2478 1.8615
N: -1.3001 -1.4919 1.1011
C: -1.3101 -1.1899 -0.3020
O: -0.1686 -1.8455 1.5805
H: -3.3223 -0.8320 1.5212
H: -2.3831 -1.3793 2.8898
H: -2.2604 -1.2429 -0.6141
H: -0.9774 -0.1871 -0.4656
H: -0.5919 -1.7957 -0.8549
C: 1.6908 1.4373 -0.6206
N: 2.7530 2.0971 -1.4039
H: 1.3471 2.1052 0.1552
H: 0.8900 1.1469 -1.2602
H: 1.9165 0.5480 -0.0575
H: 3.7057 1.6904 -1.2274
H: 2.4541 2.1872 -2.3032

Computed properties:
SMILES string ... C=[N+](C)[O-].CN
HOMO level (spin up / spin down) ... -8.8 / -8.8 eV
Frontier orbital gap (spin up / spin down) ... 9.277 / 9.278 eV
E ... -304.9116 Ha
Energy relative to the best compared isomer or geometry (same formula, charge and spin) ... 4.436 eV


(7)
Density functional theory data (the ωB97M-V functional and the def2-TZVPD basis) for a cluster of 3 separate species, C3H10N2O in total in a non-equilibrium geometry.

Cartesian coordinates (Å):
C: -0.9024 -0.0390 1.5360
O: -0.9071 -1.1686 2.0307
C: -0.8926 1.2743 2.1701
H: 3.0538 3.7865 -1.5983
H: 2.3120 3.8790 -1.6972
H: -0.5938 1.5018 3.2242
H: -1.8771 1.6680 2.2259
H: -0.2517 1.9976 1.6069
N: -0.0674 -1.1713 -2.2451
C: -0.3960 -1.4626 -0.9635
N: 0.3700 -2.2262 -0.2429
H: 0.9184 -1.0940 -2.6343
H: -0.7099 -0.8136 -2.8838
H: -1.4075 -1.0190 -0.6318
H: 0.1428 -2.5085 0.7701
H: 1.2087 -2.6046 -0.6668

Computed properties:
HOMO level ... -4.9 eV
Frontier orbital gap ... 5.361 eV
E ... -304.8705 Ha
Energy relative to the best compared isomer or geometry (same formula, charge and spin) ... 5.556 eV


(8)
Density functional theory data (the ωB97M-V functional and the def2-TZVPD basis) for the molecule C3H10N2O in a non-equilibrium geometry.

Cartesian coordinates (Å):
N: -1.0646 -2.2427 -0.9256
C: -0.2779 -1.0290 -1.1957
C: -0.6276 0.1004 -0.2082
N: 0.4627 0.2725 0.7695
C: 0.6084 1.6973 1.3034
O: 1.9761 1.8014 1.2838
H: -0.6141 -3.0525 -1.2032
H: -1.9362 -2.2173 -1.3850
H: -0.2376 -0.7609 -2.2400
H: 0.8121 -1.2430 -0.8748
H: -0.7198 1.0748 -0.6061
H: -1.6079 -0.1504 0.2867
H: 0.2334 -0.2223 1.6090
H: 0.1226 2.3420 0.5211
H: 0.3939 1.8972 2.3488
H: 2.4765 1.7326 0.5163

Computed properties:
SMILES string ... NCCNCO
HOMO level ... -9.1 eV
Frontier orbital gap ... 10.288 eV
E ... -304.9885 Ha
Energy relative to the best compared isomer or geometry (same formula, charge and spin) ... 2.344 eV


(9)
Density functional theory data (the ωB97M-V functional and the def2-TZVPD basis) for a cluster of 2 separate species, C3H10N2O in total in a non-equilibrium geometry.

Cartesian coordinates (Å):
N: -0.3195 -1.7241 0.7740
C: -0.1608 -1.5960 2.1343
O: -1.0759 -1.5950 2.9130
H: 0.3146 -1.3224 0.1093
H: -1.2885 -1.6611 0.4644
H: 0.8959 -1.8494 2.4633
C: 0.2140 1.6578 -2.8848
N: -0.0896 1.2670 -1.5082
C: 1.0942 1.6190 -0.7127
H: 0.6113 2.6660 -3.0305
H: 1.0723 1.0478 -3.1960
H: -0.6507 1.5149 -3.5443
H: -0.2751 0.2792 -1.4634
H: 1.8666 0.8880 -0.4694
H: 0.6149 1.9079 0.2392
H: 1.5420 2.6445 -0.9308

Computed properties:
SMILES string ... NC=O.CNC
HOMO level ... -9.1 eV
Frontier orbital gap ... 9.878 eV
E ... -305.0113 Ha
Energy relative to the best compared isomer or geometry (same formula, charge and spin) ... 1.724 eV


(10)
Density functional theory data (the ωB97M-V functional and the def2-TZVPD basis) for a cluster of 2 separate species, C3H10N2O in total in a non-equilibrium geometry.

Cartesian coordinates (Å):
C: 1.4159 -0.0534 -2.4765
C: -0.1508 0.2046 -2.3680
O: -1.0556 -0.3121 -1.6723
H: 1.8022 -0.9892 -3.1814
H: 2.0991 0.7453 -2.8155
H: 1.7565 -0.3324 -1.4220
H: -0.5317 0.9302 -3.1011
N: -1.1400 -1.2448 2.0626
C: -0.5263 -0.0915 1.2321
N: -0.0985 1.0326 2.1010
H: -1.6785 -0.8338 2.8148
H: -0.4000 -1.6804 2.5624
H: -1.2471 0.3052 0.4913
H: 0.3434 -0.3647 0.6647
H: 0.2032 0.8978 3.0723
H: -0.7919 1.7868 2.0359

Computed properties:
SMILES string ... CC=O.NCN
HOMO level ... -8.5 eV
Frontier orbital gap ... 9.230 eV
E ... -304.9783 Ha
Energy relative to the best compared isomer or geometry (same formula, charge and spin) ... 2.623 eV